Entry 1:
The ion C21H32NO2 with charge +1. Source: OMol25; level of theory: the ωB97M-V functional and the def2-TZVPD basis.

Structure (ORCA input):
```
! RIJCOSX wB97M-V def2-TZVPD def2/J DEFGRID3
* xyz 1 1
O 2.3068 0.9090 -0.7020
O -2.0782 -0.7606 0.5321
N 0.0932 -1.8743 1.3856
C 1.0960 -1.4122 3.6086
C 0.2712 -2.3879 2.7643
C -0.9672 -2.3732 -0.8290
C 0.2263 1.6537 -1.4929
C 1.4037 0.2061 1.6890
C 1.2336 1.7791 -0.3464
C -4.0290 -0.1264 -1.3252
C -2.8219 -1.4460 -2.9481
C -2.0326 -1.3176 -0.5621
C -4.9453 0.2308 -2.2919
C 3.3626 0.8250 0.2311
C -4.8030 -0.2454 -3.5868
C 2.3989 3.7768 -1.4586
C -0.3461 -2.9359 0.4523
C -2.9583 -0.9770 -1.6355
C 0.8774 0.0178 3.1261
C 1.7018 3.2424 -0.2114
C 0.5866 1.3044 0.9877
C 2.8697 0.6569 1.6809
C -3.7387 -1.0760 -3.9109
C 1.2925 -1.1405 0.9433
H -0.1886 0.2537 3.1669
H 1.3856 0.7112 3.7950
H 1.6879 3.9544 -2.2602
H -5.5188 0.0308 -4.3455
H 3.1466 3.0703 -1.8106
H 0.5121 2.1526 1.6691
H 0.7981 -1.5062 4.6518
H -1.9971 -2.0823 -3.2277
H -1.0994 -3.5347 0.9715
H -0.5908 2.3544 -1.3517
H 0.7692 -3.3594 2.7143
H -3.6270 -1.4370 -4.9215
H 2.3835 3.3179 0.6377
H -0.1819 0.6466 -1.5412
H 0.5032 -3.5811 0.2116
H 3.5032 -0.0578 2.2061
H 4.0182 1.7004 0.1563
H 2.8920 4.7182 -1.2311
H -0.7258 -1.2010 1.3567
H -0.4305 0.9563 0.7995
H 2.9363 1.6075 2.2111
H 2.1676 -1.7648 1.1375
H -4.1258 0.2334 -0.3119
H -5.7700 0.8788 -2.0397
H 3.9352 -0.0482 -0.0919
H 0.7193 1.8609 -2.4367
H -0.7196 -2.5293 3.2003
H -1.4060 -3.2033 -1.3824
H 0.8291 3.8575 0.0136
H -0.2058 -1.9228 -1.4720
H 1.2432 -0.9487 -0.1276
H 2.1567 -1.6571 3.5526
*
```

For the HOMO energy, the calculation gives -12.3 eV. Its SMILES is CC[C@]1(C)C[C@]2(CCC[N@H+](CCC(=O)c3ccccc3)C2)CCO1. The LUMO energy comes out at -3.209 eV. The calculated total energy comes out at -1024.4371 a.u. The HOMO-LUMO gap is 9.1062 eV.


Entry 2:
An isolated molecule of C21H33N3O3S in a non-equilibrium geometry. Source: OMol25; level of theory: the ωB97M-V functional and the def2-TZVPD basis.

Structure (ORCA input):
```
! RIJCOSX wB97M-V def2-TZVPD def2/J DEFGRID3
* xyz 0 1
S -1.8367 -0.5635 -1.7429
O -3.0585 -1.3106 -1.8050
O -1.0226 -0.7022 -0.5661
O -2.3300 4.0808 1.3530
N 1.4600 1.8080 1.3199
N -1.1055 2.2749 1.9697
N -2.0887 1.0609 -2.0633
C -0.1330 2.9659 2.7814
C 1.8584 0.7012 2.1698
C -2.0232 2.9160 1.2124
C 1.8478 -3.8844 0.6197
C 2.3808 1.9328 0.2094
C -2.6194 2.0000 0.1484
C 4.1514 -3.4360 0.1622
C 3.5433 -5.3645 1.4509
C 2.6397 -0.5743 0.1536
C 4.5148 -4.5696 0.8667
C -4.4514 1.5087 -1.4639
C 1.2111 3.0462 2.0324
C 2.4276 -1.8305 -0.7057
C -3.9797 2.4618 -0.3671
C -0.8267 -1.0194 -3.1731
C 2.8148 -3.0796 0.0306
C -1.6338 1.9623 -1.0285
C 1.7392 -0.6029 1.3869
C -3.4048 1.3955 -2.5734
C 2.2086 -5.0192 1.3246
C 2.3051 0.6774 -0.6566
H -0.6538 1.6178 -0.6992
H -0.5854 -2.0725 -3.1014
H 2.8969 0.8292 2.5303
H 1.1420 3.8444 1.2895
H -0.8027 1.3614 1.6601
H -3.3135 2.3443 -3.1123
H 3.8258 -6.2504 2.0006
H -5.3929 1.8559 -1.8919
H 2.9852 0.7795 -1.5053
H 0.7067 -0.7294 1.0559
H 5.5582 -4.8351 0.9594
H 2.0165 3.3045 2.7408
H 1.2040 0.6651 3.0422
H -0.0212 2.4345 3.7305
H -1.5353 2.9610 -1.4650
H -3.6859 0.6110 -3.2765
H 0.8058 -3.6146 0.5237
H -3.8871 3.4789 -0.7537
H -2.7028 0.9836 0.5468
H 3.4207 2.0811 0.5569
H 2.0966 2.8055 -0.3855
H 0.0702 -0.4157 -3.1512
H 1.4459 -5.6363 1.7772
H -0.5134 3.9690 2.9801
H -4.7005 2.4824 0.4515
H 2.0061 -1.4427 2.0303
H -4.6094 0.5139 -1.0432
H 4.9136 -2.8206 -0.2954
H 1.3724 -1.8754 -0.9815
H 3.0257 -1.7406 -1.6167
H 3.6877 -0.5296 0.4735
H -1.4088 -0.8222 -4.0626
H 1.2865 0.5743 -1.0353
*
```

For the HOMO energy, the calculation gives -8.8 eV. Its SMILES is CS(=O)(=O)N1CCC[C@H](C(=O)NCCN2CCC(Cc3ccccc3)CC2)C1. The LUMO energy comes out at 0.568 eV. The calculated total energy comes out at -1608.2128 a.u. The HOMO-LUMO gap is 9.3491 eV.


Entry 3:
An isolated molecule of C21H33N3O3S. Source: OMol25; level of theory: the ωB97M-V functional and the def2-TZVPD basis.

Structure (ORCA input):
```
! RIJCOSX wB97M-V def2-TZVPD def2/J DEFGRID3
* xyz 0 1
S -3.3315 2.0284 -0.8386
O -3.3614 1.9731 -2.2708
O -4.1813 2.9744 -0.1697
O 3.0846 3.6295 1.2448
N 2.6400 1.4631 0.8077
N 3.1833 -0.8155 -0.5543
N -1.7265 2.2181 -0.3799
C -2.9958 -0.6739 -0.7779
C 0.6870 -2.5605 0.0519
C 3.9821 0.9502 0.9253
C 1.8016 -2.1192 0.9985
C 2.9757 -1.1172 -1.9565
C -4.1985 -3.5324 1.3879
C 0.8454 3.0543 0.5534
C 0.5650 2.7742 -0.9281
C -3.1782 -1.9453 -0.2657
C 3.1678 -1.9771 0.3203
C -4.4444 0.2154 0.9230
C -4.6207 -1.0595 1.4331
C -0.9050 3.0461 -1.2373
C -0.1193 2.2478 1.4290
C -3.6294 0.3957 -0.1768
C 1.7545 -2.0103 -2.1974
C -1.5621 2.5361 1.0204
C -3.9884 -2.1518 0.8476
C 2.3077 2.7637 0.8992
C 4.2828 0.1034 -0.3187
C 0.5911 -1.7459 -1.2383
H 1.1935 3.4098 -1.5535
H -3.3326 -4.1614 1.1967
H 0.0243 2.5063 2.4788
H 1.5413 -1.1585 1.4471
H -5.2563 -1.2102 2.2933
H -0.2649 -2.4889 0.5850
H -5.0605 -3.9903 0.9024
H -4.9322 1.0745 1.3565
H 0.7849 1.7314 -1.1642
H 3.4120 -2.8955 -0.2281
H 0.6865 4.1206 0.7438
H 2.0073 0.7940 0.3908
H -2.2562 1.9094 1.5840
H 4.6700 1.7934 1.0072
H 0.5315 -0.6819 -1.0062
H 0.0616 1.1783 1.3087
H 5.2509 -0.4080 -0.2008
H 4.3573 0.7714 -1.1797
H 1.8828 -2.8492 1.8072
H -1.8146 3.5886 1.2128
H 3.9275 -1.8526 1.0966
H -1.1541 2.7826 -2.2657
H 1.4267 -1.8418 -3.2250
H 4.0617 0.3414 1.8332
H -0.3377 -2.0248 -1.7401
H 2.0369 -3.0621 -2.1228
H -2.6923 -2.7903 -0.7315
H 2.8208 -0.1602 -2.4656
H -2.3798 -0.4891 -1.6429
H 0.8370 -3.6107 -0.2123
H -4.3910 -3.5068 2.4575
H -1.1298 4.1120 -1.0836
H 3.8616 -1.5966 -2.4120
*
```

For the HOMO energy, the calculation gives -8.8 eV. Its SMILES is Cc1ccc(S(=O)(=O)N2CCC(C(=O)NCCN3CCCCCC3)CC2)cc1. The LUMO energy comes out at 0.584 eV. The calculated total energy comes out at -1608.1995 a.u. The HOMO-LUMO gap is 9.4204 eV.